Record 1
# C26H69BrN21O44

A molecular structure, C26H69BrN21O44 at a distorted geometry (the ωB97M-V functional and the def2-TZVPD basis, the Open Molecules 2025 dataset).

Atoms and positions in Å:
C 3.297 2.242 0.211
O 2.808 2.560 -1.083
C 1.658 1.808 -1.400
N 0.442 2.583 -1.495
C -0.675 1.960 -0.786
C -0.923 0.502 -1.325
C -0.739 -0.641 -0.361
O 0.293 -1.057 0.059
Br -2.412 -1.554 0.191
C -0.589 2.083 0.746
O 0.408 1.645 1.349
O -1.567 2.649 1.263
H 2.732 2.720 1.000
H 3.370 1.172 0.389
H 4.290 2.652 0.273
H 1.604 0.984 -0.696
H 1.839 1.394 -2.401
H 0.162 2.691 -2.456
H -1.555 2.523 -1.057
H -0.279 0.268 -2.165
H -1.948 0.446 -1.667
C 4.151 -0.451 3.976
N 4.692 -0.078 2.645
O 3.956 -0.211 1.694
O 5.835 0.341 2.593
H 3.134 -0.791 3.846
H 4.778 -1.240 4.371
H 4.186 0.433 4.606
C 0.720 -0.233 7.483
N 2.130 -0.436 7.051
O 3.009 0.033 7.739
O 2.297 -1.059 6.025
H 0.722 0.337 8.403
H 0.212 0.306 6.688
H 0.280 -1.214 7.629
C -4.417 2.285 2.607
N -5.200 1.727 3.747
O -4.616 1.062 4.573
O -6.391 1.978 3.779
H -3.377 1.988 2.698
H -4.850 1.889 1.694
H -4.513 3.365 2.646
C 8.276 2.947 -1.338
N 6.960 2.872 -0.647
O 6.163 2.061 -1.048
O 6.791 3.644 0.277
H 8.288 2.211 -2.133
H 8.380 3.952 -1.734
H 9.044 2.739 -0.599
C 5.620 -4.962 4.994
N 6.163 -3.581 5.096
O 6.655 -3.238 6.146
O 6.073 -2.892 4.101
H 5.768 -5.460 5.945
H 4.565 -4.878 4.754
H 6.162 -5.465 4.196
C 6.096 4.358 3.703
N 4.909 3.481 3.835
O 4.842 2.754 4.808
O 4.084 3.564 2.959
H 6.746 4.197 4.555
H 6.599 4.101 2.774
H 5.732 5.375 3.678
C -5.506 -4.816 -1.885
N -5.064 -3.486 -1.398
O -4.805 -3.356 -0.225
O -5.001 -2.597 -2.231
H -5.533 -5.502 -1.048
H -6.493 -4.656 -2.314
H -4.798 -5.147 -2.640
C 2.366 7.105 4.510
N 3.749 7.090 5.062
O 4.259 6.009 5.270
O 4.279 8.159 5.269
H 2.036 6.080 4.381
H 1.741 7.634 5.223
H 2.401 7.626 3.559
C 3.373 -1.550 -2.926
N 2.206 -1.214 -3.781
O 2.350 -0.358 -4.623
O 1.175 -1.818 -3.551
H 4.209 -0.924 -3.214
H 3.078 -1.356 -1.898
H 3.602 -2.602 -3.074
C 5.726 7.126 8.168
N 6.331 7.795 9.350
O 5.666 7.884 10.359
O 7.461 8.222 9.222
H 4.724 6.808 8.426
H 5.706 7.851 7.361
H 6.349 6.274 7.912
C 5.163 11.372 8.390
N 3.841 10.690 8.331
O 3.799 9.593 7.818
O 2.898 11.283 8.802
H 5.906 10.727 7.934
H 5.071 12.307 7.846
H 5.390 11.550 9.436
C -0.733 -3.938 -4.147
N -1.979 -4.684 -3.813
O -2.002 -5.325 -2.789
O -2.912 -4.595 -4.590
H -0.010 -4.100 -3.362
H -0.367 -4.316 -5.097
H -0.994 -2.888 -4.220
C 1.930 -5.262 -0.063
N 2.308 -5.025 -1.482
O 1.459 -5.205 -2.327
O 3.445 -4.661 -1.696
H 0.894 -5.577 -0.033
H 2.588 -6.035 0.323
H 2.071 -4.326 0.471
C -5.469 -2.777 -4.678
N -5.679 -1.751 -5.734
O -6.747 -1.744 -6.319
O -4.765 -0.990 -5.945
H -6.362 -3.386 -4.601
H -4.612 -3.374 -4.976
H -5.275 -2.253 -3.746
C -9.756 -0.939 -7.096
N -11.021 -1.645 -6.752
O -11.044 -2.302 -5.735
O -11.950 -1.511 -7.521
H -9.021 -1.147 -6.330
H -9.425 -1.311 -8.060
H -9.981 0.122 -7.144
C -8.128 -1.487 -3.377
N -7.753 -2.848 -3.839
O -7.205 -2.953 -4.911
O -8.017 -3.775 -3.096
H -7.829 -0.773 -4.135
H -9.204 -1.478 -3.233
H -7.605 -1.307 -2.442
C -10.120 -4.646 0.288
N -9.639 -5.673 -0.677
O -8.477 -5.625 -1.010
O -10.452 -6.485 -1.062
H -9.291 -3.995 0.539
H -10.919 -4.094 -0.197
H -10.486 -5.170 1.165
C -4.759 -4.047 -8.292
N -4.578 -5.297 -9.080
O -3.618 -5.370 -9.815
O -5.413 -6.164 -8.931
H -3.946 -3.368 -8.524
H -5.716 -3.618 -8.573
H -4.747 -4.324 -7.242
C -2.173 1.013 -7.916
N -2.025 -0.230 -8.722
O -1.076 -0.313 -9.469
O -2.875 -1.079 -8.566
H -1.350 1.675 -8.153
H -3.127 1.459 -8.179
H -2.157 0.724 -6.869
C 6.609 -3.245 0.753
N 7.037 -4.649 0.510
O 7.338 -4.967 -0.617
O 7.057 -5.391 1.473
H 6.637 -2.704 -0.185
H 5.601 -3.278 1.153
H 7.296 -2.814 1.474

E_LUMO ... 1.292 eV
Total charge ... -1
Multiplicity ... 1
E_HOMO ... -5.18 eV
Energy relative to the best compared isomer or geometry (same formula, charge and spin) ... 40.3 kcal/mol



Record 2
# C26H69N5O8

6 unconnected molecules or ions with the total composition C26H69N5O8 at a distorted geometry (the ωB97M-V functional and the def2-TZVPD basis, the Open Molecules 2025 dataset).

Atoms and positions in Å:
C 1.721 0.562 0.089
C 0.906 1.181 -1.016
O -0.387 1.450 -0.489
H 1.418 -0.479 0.222
H 1.627 1.034 1.071
H 2.806 0.594 -0.058
H 0.779 0.485 -1.846
H 1.405 2.062 -1.434
H -0.343 2.109 0.212
C -0.405 -8.948 -3.459
O -0.724 -8.354 -2.223
C -2.089 -8.076 -2.040
C -2.573 -6.828 -2.792
N -2.379 -5.639 -1.947
C -3.095 -4.432 -2.345
C -2.929 -3.392 -1.240
O -1.645 -2.810 -1.389
C -1.445 -1.619 -0.672
H -0.559 -10.021 -3.599
H 0.676 -8.811 -3.540
H -0.856 -8.378 -4.275
H -2.410 -8.037 -1.000
H -2.710 -8.915 -2.390
H -3.630 -6.991 -2.990
H -2.003 -6.655 -3.709
H -1.400 -5.451 -1.787
H -4.148 -4.608 -2.555
H -2.617 -4.008 -3.240
H -3.058 -3.796 -0.236
H -3.662 -2.616 -1.498
H -2.201 -0.852 -0.849
H -0.459 -1.254 -0.940
H -1.517 -1.774 0.414
C 3.190 2.155 6.130
O 3.213 2.367 4.734
C 2.103 3.149 4.312
C 1.986 3.246 2.818
N 2.911 4.219 2.228
C 2.333 5.568 2.087
C 1.204 5.628 1.060
O 1.599 4.819 -0.039
C 1.002 5.027 -1.304
H 2.366 1.533 6.503
H 3.260 3.103 6.662
H 4.063 1.522 6.305
H 2.052 4.151 4.758
H 1.234 2.598 4.706
H 0.945 3.470 2.553
H 2.249 2.325 2.290
H 3.265 3.988 1.313
H 3.163 6.224 1.819
H 2.006 5.890 3.078
H 1.201 6.655 0.665
H 0.189 5.374 1.370
H 0.878 4.096 -1.848
H 1.666 5.722 -1.830
H 0.035 5.530 -1.198
C 6.672 -1.266 -2.889
C 5.501 -0.832 -2.040
C 4.561 0.189 -2.687
O 5.237 1.428 -2.740
C 4.701 2.509 -2.005
N 4.761 -1.970 -1.479
H 7.051 -2.244 -2.587
H 7.504 -0.591 -2.681
H 6.457 -1.277 -3.957
H 5.910 -0.318 -1.156
H 3.637 0.252 -2.100
H 4.189 -0.108 -3.674
H 5.113 3.421 -2.452
H 5.058 2.437 -0.979
H 3.644 2.771 -2.129
H 5.401 -2.672 -1.124
H 4.202 -1.736 -0.665
C -4.699 -0.047 -1.128
C -5.947 0.864 -1.224
C -5.672 2.150 -2.020
O -4.628 2.930 -1.471
C -3.334 2.571 -1.856
N -7.072 0.142 -1.825
H -3.864 0.308 -0.528
H -4.313 -0.272 -2.127
H -5.038 -0.980 -0.672
H -6.197 1.076 -0.184
H -6.621 2.685 -1.959
H -5.428 2.005 -3.076
H -2.705 3.468 -1.948
H -3.216 2.123 -2.849
H -2.819 1.986 -1.092
H -7.267 -0.670 -1.245
H -6.771 -0.291 -2.697
C -1.569 1.832 3.060
C -1.559 0.341 2.634
C -0.688 -0.468 3.600
O 0.551 0.185 3.727
C 1.367 -0.354 4.719
N -2.957 -0.104 2.448
H -0.564 2.234 2.957
H -1.922 1.849 4.099
H -2.368 2.404 2.587
H -0.961 0.206 1.730
H -0.468 -1.406 3.064
H -1.176 -0.771 4.535
H 1.670 -1.395 4.542
H 0.893 -0.253 5.703
H 2.331 0.156 4.801
H -3.332 -0.263 3.378
H -3.460 0.672 2.039

Structure (SMILES) ... COC[C@H](C)N.COC[C@H](C)N.COC[C@H](C)N.COCCNCCOC.COCCNCCOC.CCO
E_LUMO ... 0.623 eV
Total charge ... 0
Multiplicity ... 1
E_HOMO ... -8.29 eV
Energy relative to the best compared isomer or geometry (same formula, charge and spin) ... 0.0 kcal/mol



Record 3
# C26H70BO18P4Tl

A molecular structure, C26H70BO18P4Tl at a distorted geometry (the ωB97M-V functional and the def2-TZVPD basis, the Open Molecules 2025 dataset).

Atoms and positions in Å:
Tl -0.416 -1.601 0.387
C -2.155 -3.354 3.746
O -1.503 -2.589 2.833
H -2.916 -4.018 3.316
H -1.387 -3.947 4.288
H -2.619 -2.745 4.546
C 1.818 -4.142 -1.752
O 0.851 -3.735 -0.873
H 1.389 -4.910 -2.416
H 2.175 -3.293 -2.362
H 2.702 -4.535 -1.227
B -2.979 -2.537 -0.632
H -2.879 -3.291 -1.551
H -2.326 -2.930 0.329
H -2.601 -1.479 -1.067
H -4.104 -2.382 -0.271
C 1.166 -2.520 -6.547
C 2.036 -1.879 -5.478
O 1.515 -1.788 -4.144
P 0.036 -1.313 -3.807
O -0.154 -1.012 -2.392
O -0.932 -2.385 -4.429
C -1.048 -3.681 -3.788
C -2.240 -4.363 -4.443
O -0.085 -0.023 -4.732
C -1.347 0.477 -5.167
C -1.775 -0.094 -6.498
H 0.267 -1.936 -6.719
H 1.752 -2.609 -7.461
H 0.874 -3.522 -6.228
H 2.935 -2.485 -5.360
H 2.330 -0.879 -5.805
H -0.150 -4.277 -3.969
H -1.155 -3.541 -2.713
H -2.722 -5.100 -3.801
H -2.978 -3.606 -4.700
H -1.914 -4.904 -5.332
H -2.117 0.200 -4.437
H -1.355 1.564 -5.144
H -2.656 0.441 -6.857
H -0.998 -0.006 -7.263
H -2.000 -1.160 -6.504
C -7.007 0.307 0.902
C -5.566 -0.092 1.173
O -4.773 1.082 1.448
P -3.497 1.382 0.570
O -2.376 0.451 0.689
O -4.128 1.567 -0.865
C -3.302 1.449 -2.040
C -3.217 2.858 -2.618
O -3.129 2.882 0.926
C -2.637 3.318 2.185
C -3.652 3.248 3.310
H -7.157 0.560 -0.143
H -7.664 -0.510 1.212
H -7.315 1.079 1.610
H -5.539 -0.684 2.089
H -5.151 -0.677 0.355
H -2.337 0.986 -1.848
H -3.888 0.897 -2.775
H -2.648 2.857 -3.552
H -4.185 3.279 -2.889
H -2.738 3.559 -1.933
H -1.660 2.883 2.412
H -2.396 4.380 2.081
H -4.098 2.266 3.459
H -3.277 3.662 4.247
H -4.495 3.886 3.025
C 2.408 4.072 0.207
C 2.849 2.738 0.761
O 3.463 1.973 -0.300
P 3.394 0.406 -0.162
O 2.115 -0.184 0.199
O 3.951 -0.138 -1.546
C 4.967 0.570 -2.273
C 5.361 -0.324 -3.449
O 4.601 0.011 0.816
C 4.844 -1.379 1.020
C 6.345 -1.613 1.015
H 3.276 4.627 -0.159
H 1.705 3.989 -0.621
H 1.942 4.668 0.993
H 3.525 2.873 1.606
H 1.955 2.210 1.099
H 4.559 1.490 -2.685
H 5.841 0.687 -1.631
H 4.602 -0.238 -4.227
H 6.290 0.074 -3.862
H 5.481 -1.364 -3.155
H 4.402 -1.700 1.964
H 4.463 -2.065 0.260
H 6.552 -2.685 0.899
H 6.845 -1.150 0.168
H 6.828 -1.427 1.976
C 4.140 0.038 4.991
C 2.635 -0.013 4.892
O 2.218 1.041 4.001
P 0.707 1.179 3.559
O 0.311 0.384 2.409
O -0.060 0.813 4.902
C -1.468 0.599 4.875
C -2.144 0.805 6.208
O 0.442 2.731 3.375
C 0.700 3.649 4.454
C 2.102 4.259 4.366
H 4.468 0.988 5.414
H 4.515 -0.790 5.588
H 4.537 -0.001 3.974
H 2.314 -0.989 4.521
H 2.152 0.151 5.855
H -1.942 1.235 4.120
H -1.696 -0.417 4.541
H -1.568 0.343 7.013
H -2.330 1.846 6.484
H -3.133 0.344 6.232
H -0.020 4.461 4.422
H 0.674 3.066 5.375
H 2.782 3.512 3.954
H 2.104 5.065 3.630
H 2.490 4.596 5.324

E_LUMO ... -3.194 eV
Total charge ... 0
Multiplicity ... 1
E_HOMO ... -6.93 eV



Record 4
# C26H70BrN2O12

10 unconnected molecules or ions with the total composition C26H70BrN2O12 at a distorted geometry (the ωB97M-V functional and the def2-TZVPD basis, the Open Molecules 2025 dataset).

Atoms and positions in Å:
C -3.452 2.676 -2.390
C -4.101 1.667 -1.390
O -5.480 1.340 -1.732
C -4.093 2.163 0.111
N -3.514 1.066 0.945
C -2.545 1.571 1.930
C -1.208 2.066 1.267
O -0.371 0.936 1.121
C 1.014 1.226 1.003
C 1.655 1.764 2.338
C 1.647 0.705 3.494
C 3.135 0.239 3.705
Br 0.902 1.455 5.168
C 1.666 -0.149 0.551
C 2.811 -0.038 -0.497
C 3.109 -1.524 -0.965
C 4.191 0.489 0.063
N 2.487 0.739 -1.727
O 2.327 0.023 -2.787
C 1.357 1.675 -1.550
C 1.646 2.900 -2.542
C -0.020 1.068 -1.972
C 1.385 2.277 -0.109
H -4.161 3.462 -2.745
H -2.515 3.130 -1.998
H -3.159 2.103 -3.296
H -3.514 0.725 -1.449
H -5.556 0.403 -1.540
H -5.131 2.400 0.433
H -3.481 3.084 0.211
H -4.306 0.632 1.426
H -2.957 2.403 2.561
H -2.350 0.744 2.653
H -1.452 2.526 0.283
H -0.818 2.874 1.923
H 2.703 2.109 2.187
H 1.122 2.666 2.727
H 1.085 -0.203 3.205
H 3.268 -0.374 4.617
H 3.833 1.112 3.755
H 3.489 -0.365 2.840
H 2.024 -0.764 1.401
H 0.845 -0.735 0.069
H 2.200 -2.058 -1.303
H 3.438 -2.044 -0.027
H 3.966 -1.587 -1.656
H 4.104 1.141 0.956
H 4.800 0.985 -0.717
H 4.756 -0.416 0.398
H 2.666 2.759 -2.966
H 1.704 3.846 -1.952
H 0.914 2.965 -3.366
H -0.245 1.226 -3.052
H -0.881 1.487 -1.413
H -0.020 -0.036 -1.837
H 0.805 3.221 -0.080
H 2.446 2.572 0.089
C 4.344 -4.348 -2.720
O 5.313 -4.028 -1.731
H 3.511 -4.861 -2.241
H 3.980 -3.431 -3.192
H 4.789 -5.005 -3.474
H 6.037 -3.576 -2.179
C -6.045 1.938 -5.391
O -5.116 1.290 -4.537
H -5.811 1.675 -6.422
H -7.062 1.610 -5.159
H -5.971 3.024 -5.274
H -5.340 1.537 -3.623
C 3.882 -3.755 2.961
O 2.933 -2.774 3.373
H 4.618 -3.275 2.318
H 4.387 -4.178 3.833
H 3.382 -4.549 2.401
H 2.293 -3.215 3.937
C -2.711 2.949 6.238
O -2.469 1.692 5.610
H -3.779 3.158 6.202
H -2.387 2.907 7.283
H -2.173 3.740 5.714
H -1.519 1.531 5.655
C -5.007 -2.626 2.743
O -5.457 -1.348 2.304
H -4.316 -3.022 2.001
H -4.490 -2.533 3.702
H -5.855 -3.308 2.846
H -6.064 -1.016 2.971
C -1.336 -2.862 -0.907
O -1.787 -1.597 -1.383
H -0.679 -3.302 -1.654
H -0.781 -2.732 0.028
H -2.191 -3.525 -0.743
H -2.363 -1.225 -0.707
C 7.409 -3.506 -4.986
O 7.373 -2.935 -3.680
H 7.013 -4.518 -4.931
H 6.795 -2.916 -5.670
H 8.438 -3.542 -5.350
H 7.726 -2.045 -3.746
C 0.367 -5.551 -3.691
O 0.382 -5.223 -2.305
H 0.150 -4.647 -4.257
H 1.342 -5.940 -3.996
H -0.407 -6.295 -3.893
H 0.574 -6.031 -1.823
C -3.664 5.524 3.377
O -2.718 5.739 4.418
H -4.519 4.991 3.790
H -4.001 6.482 2.971
H -3.218 4.923 2.581
H -1.975 6.208 4.033

E_LUMO (alpha / beta) ... 0.479 / 0.479 eV
Total charge ... 0
Multiplicity ... 2
E_HOMO (alpha / beta) ... -8.18 / -8.71 eV



Number 1: calculated total energy -8064.39655 Eh. Number 2: calculated total energy -1907.46785 Eh. Number 3: calculated total energy -3949.83371 Eh. Number 4: calculated total energy -4618.75260 Eh.